(1)
The following is a quantum chemistry calculation of a 4-piece molecular cluster, C4H14O4 overall in a non-equilibrium geometry, from the Open Molecules 2025 dataset.

```
22
Properties=species:S:1:pos:R:3:forces:R:3
C -0.7026 1.7186 0.7664 0.8 -0.6 2.0
C 0.4339 0.8067 0.2251 -1.2 0.7 -0.3
C 1.4630 0.5701 1.3195 -0.1 1.7 0.8
C 1.1598 -0.5638 2.2747 0.3 -1.1 -2.2
O 0.8546 -1.6342 1.7901 -0.4 0.2 0.5
H -1.5698 1.8036 0.1408 0.0 0.4 -0.6
H -0.1792 2.6401 1.0632 -0.7 0.3 -0.7
H -1.0993 1.4038 1.7627 0.3 -0.4 -0.6
H 0.8208 1.4155 -0.6122 0.3 -0.6 0.3
H -0.0068 -0.0961 -0.2113 0.7 0.0 0.7
H 1.5393 1.5508 1.8411 -0.1 -0.6 0.1
H 2.4794 0.4546 0.9602 0.2 -0.6 -0.3
H 1.3508 -0.5271 3.3331 0.0 0.6 0.8
O -1.6245 -0.1581 -1.9085 0.7 0.5 -0.1
H -1.6318 -0.8360 -2.5936 -0.1 0.1 0.0
H -0.9567 -0.5130 -1.2861 -1.2 0.3 -0.9
O -2.1383 -2.2456 -0.6759 0.0 -0.7 -0.1
H -2.8005 -2.2472 0.0196 0.3 -0.1 0.2
H -1.2999 -2.5790 -0.3381 -0.3 -0.2 0.4
O 1.0987 -0.6297 -2.8127 0.6 0.3 0.2
H 1.1281 -0.3816 -1.8809 -0.2 -0.2 0.0
H 1.6810 0.0476 -3.1773 -0.1 -0.2 -0.4
```
Positions in Å, forces in eV/Å.

## Properties
- Total energy: -461.704893 a.u.
- Relative energy (zero: lowest compared OMol25 entry of this formula, charge and spin): 134.9 kJ/mol
- SMILES string: CCCC=O.O.O.O
- Gap between HOMO and LUMO: 10.54 eV
- LUMO level: 0.58 eV

---

(2)
The following is a quantum chemistry calculation of a 2-piece molecular cluster, C6H9O2 overall in a non-equilibrium geometry, from the Open Molecules 2025 dataset.

```
17
Properties=species:S:1:pos:R:3:forces:R:3
C -3.8599 -0.2927 0.3315 -1.7 -3.2 2.6
C 0.8349 -2.0221 0.3766 -0.1 0.7 -2.1
C 1.3388 -1.2987 -0.8967 -2.4 0.9 2.0
C 0.5252 -0.6121 -0.0992 1.3 -0.6 -0.3
C 0.0445 1.8152 -0.5297 3.2 -3.3 -3.2
C -0.0939 0.6639 0.4185 -0.2 -1.9 1.4
O -3.1909 0.6995 0.5214 1.4 1.8 0.0
O -4.5497 -0.7191 -0.5803 -0.5 0.1 -1.9
H 0.1990 -2.8953 0.2684 -0.6 0.3 0.1
H 1.5024 -2.1109 1.1716 1.3 -0.3 1.3
H 1.6098 -1.4363 -1.9144 0.6 0.0 -0.3
H -4.0139 -1.0897 1.2742 0.8 1.3 -0.7
H 1.1077 2.1677 -0.7159 -1.1 -0.6 0.2
H -0.4859 2.5685 -0.2222 -2.9 4.5 2.0
H -0.4287 1.5761 -1.5259 0.7 -0.1 0.9
H -1.2219 0.4345 0.5814 1.7 0.6 0.1
H 0.4346 0.8310 1.4726 -1.2 -0.1 -2.0
```
Positions in Å, forces in eV/Å.

## Properties
- Total energy: -384.424075 a.u.
- Relative energy (zero: lowest compared OMol25 entry of this formula, charge and spin): 319.0 kJ/mol
- Gap between HOMO and LUMO: 7.44 eV
- LUMO level: 3.69 eV
- Charge: -1

---

(3)
The following is a quantum chemistry calculation of C17H29ClNO6P2V as an isolated structure in a non-equilibrium geometry, from the Open Molecules 2025 dataset.

```
57
Properties=species:S:1:pos:R:3:forces:R:3
C -0.9838 3.0355 -2.7526 -0.3 -0.1 0.2
C -0.9785 1.9558 -1.8687 0.1 0.2 -0.2
N 0.1552 1.6183 -1.2381 -0.1 -0.3 0.9
C 1.2795 2.3429 -1.3617 -0.2 0.2 -0.1
C 1.3000 3.4474 -2.2199 0.6 -0.5 0.4
C 0.1590 3.7927 -2.9235 0.1 -0.4 0.0
C -2.1999 1.0931 -1.6904 -1.3 0.4 -1.1
P -2.1913 -0.1488 -0.3225 0.2 1.1 -0.5
V 0.1248 -0.3017 -0.2205 0.5 -0.8 1.5
P 2.6883 0.5682 0.4942 -0.4 -0.3 0.2
C 2.5438 2.0442 -0.5289 0.2 0.9 -0.5
C -0.6018 -1.8160 1.2066 0.5 1.5 -0.9
C -0.8585 -1.4259 2.5202 -0.2 -1.3 -0.2
C -0.6269 -2.3586 3.5441 -0.5 0.0 -0.1
C -0.1539 -3.6363 3.2498 0.1 0.2 -0.4
C 0.1176 -3.9863 1.9250 0.1 -0.3 0.0
C -0.1094 -3.0811 0.8918 0.1 -0.5 0.4
O -1.7831 -0.6400 -3.8984 -1.7 0.1 -1.6
O 0.6597 -0.6104 -2.8631 0.4 -0.4 0.1
H -1.8916 3.2475 -3.2988 0.0 0.1 0.0
H 2.2417 3.9827 -2.3431 -0.3 0.0 0.0
H 0.1889 4.6126 -3.6256 -0.1 0.1 0.0
C -3.0514 0.8611 0.8865 -0.3 0.0 0.9
C -3.3547 -1.4374 -0.8220 -0.1 -0.5 -0.2
H 3.3995 2.0901 -1.2202 -0.1 0.0 0.2
H 2.6768 2.8930 0.1670 -0.1 -0.3 -0.2
H -2.3490 0.6180 -2.6967 0.2 -0.1 1.0
H -3.1253 1.6903 -1.5836 0.5 0.2 0.0
C 3.9594 0.7571 1.7156 0.4 0.2 -0.4
C 3.0730 -0.7986 -0.6381 0.3 0.0 0.2
H -1.2704 -0.4470 2.7129 0.3 0.0 0.4
H -0.8340 -2.0883 4.5731 0.1 0.1 -0.2
H 0.0310 -4.3478 4.0556 -0.1 0.2 -0.2
H 0.5075 -4.9713 1.6748 -0.1 0.1 0.2
H 0.0963 -3.3810 -0.1462 0.0 -0.1 0.5
H -0.5740 -1.1769 -1.4903 0.7 -2.4 0.4
H 0.9618 -1.4063 -3.3661 -0.4 0.8 0.8
H -0.9023 -0.5988 -3.5090 1.8 0.1 0.3
H -1.7596 -0.0947 -4.7089 0.1 -0.6 0.6
H -0.2239 -1.8313 -0.8850 -1.4 1.3 -1.7
H -4.0308 1.0857 0.4478 0.1 0.0 0.2
H -3.1692 0.4043 1.8841 0.0 0.1 -0.5
H -2.5017 1.7957 1.0277 0.0 -0.1 0.0
H -4.3777 -1.0263 -0.8198 0.4 -0.1 -0.1
H -3.0855 -1.7684 -1.8384 -0.2 0.1 0.3
H -3.3158 -2.3091 -0.1431 0.1 0.5 -0.2
H 4.1318 -0.6804 -0.9018 -0.1 -0.2 -0.1
H 2.9429 -1.7551 -0.1024 0.1 0.4 -0.1
H 2.4615 -0.7917 -1.5685 0.1 0.2 0.4
H 4.9213 0.8713 1.2066 0.1 0.1 0.4
H 3.7074 1.6184 2.3410 0.1 -0.1 -0.1
H 3.9430 -0.1278 2.3554 0.0 0.0 -0.1
O 0.0903 1.7027 3.5064 -0.4 -0.9 0.1
Cl 0.3259 0.7413 4.6362 0.7 0.6 1.3
O 1.2032 -0.3869 4.1700 -0.7 0.6 -0.1
O -0.9809 0.2001 5.1599 0.7 0.2 -1.1
O 1.3937 0.3604 1.2435 -0.7 -0.4 -1.0
```
Positions in Å, forces in eV/Å.

## Properties
- Spin multiplicity: 3
- Total energy: -3257.959207 a.u.
- Gap between HOMO and LUMO (spin up / spin down): 6.70 / 6.43 eV
- LUMO level (spin up / spin down): -0.41 / -0.68 eV